1.
# C24H27CrN5O5S

A molecular structure, C24H27CrN5O5S (wB97M-V/def2-TZVPD, OMol25).

Cartesian coordinates (Å):
1 Cr 1.30480 0.74741 -0.16926
2 C 0.11681 -4.53886 -4.49101
3 C 0.00836 -3.55807 -3.35341
4 C -0.16953 -3.97922 -2.02695
5 C -0.17478 -3.08691 -0.98630
6 C -0.01762 -1.68515 -1.16844
7 N 0.07327 -0.81760 -0.13054
8 C -0.71080 -1.05226 1.02039
9 C -2.02255 -1.45631 0.89298
10 C -2.85743 -1.73659 1.99615
11 C -2.35762 -1.55133 3.27961
12 C -3.24483 -1.75406 4.48205
13 C -1.05306 -1.11666 3.44973
14 C -0.19707 -0.84610 2.33747
15 N 1.09109 -0.44411 2.60175
16 C 1.74879 -0.52941 3.80903
17 C 3.04177 -0.02245 3.61141
18 C 3.09713 0.37116 2.29352
19 N 1.92044 0.13831 1.67528
20 C 0.09358 -1.28200 -2.51562
21 C 0.14413 -2.19976 -3.55829
22 N 0.11457 0.11121 -2.87872
23 C -0.23559 0.63938 -4.06757
24 C 0.14689 1.95965 -4.07766
25 C 0.73577 2.16197 -2.82064
26 N 0.68124 1.05353 -2.10946
27 H -0.42455 -5.46019 -4.26417
28 H 1.15514 -4.81649 -4.69901
29 H -0.29987 -4.12830 -5.41401
30 H -0.27086 -5.03938 -1.81180
31 H -0.28525 -3.43681 0.03123
32 H -2.41313 -1.57664 -0.11175
33 H -3.88064 -2.06193 1.84080
34 H -3.95299 -2.56994 4.31309
35 H -3.82849 -0.85589 4.70675
36 H -2.65559 -1.99417 5.37038
37 H -0.69653 -0.92386 4.45223
38 H 1.29997 -1.00306 4.65985
39 H 3.82939 0.04009 4.34395
40 H 3.90880 0.80777 1.73246
41 H 0.31498 -1.84051 -4.56755
42 H -0.73802 0.04555 -4.80981
43 H 0.02652 2.66944 -4.87689
44 H 1.20968 3.02889 -2.39357
45 C -1.34605 3.19171 2.04584
46 C -0.64918 3.02868 0.68809
47 C -1.71709 3.14014 -0.41454
48 C 0.39090 4.14392 0.51736
49 O -0.06534 1.77770 0.69891
50 H -1.85960 4.15730 2.13501
51 H -0.60372 3.10569 2.84206
52 H -2.06948 2.38345 2.17487
53 H -2.31748 4.05022 -0.30188
54 H -2.37384 2.26902 -0.35101
55 H -1.26434 3.15140 -1.40658
56 H -0.08359 5.12935 0.43599
57 H 0.99957 3.96640 -0.36977
58 H 1.07190 4.14833 1.37156
59 O 5.00885 1.14666 -0.47189
60 S 3.73999 1.19766 -1.16825
61 O 3.84526 1.55935 -2.57294
62 O 2.76045 2.14732 -0.45270
63 O 2.95640 -0.10460 -0.99780

Atoms 1-6, force components in eV/Å:
0.00 0.35 0.57
-0.02 -0.02 0.01
-0.02 -0.06 0.14
0.03 -0.06 -0.18
-0.04 0.15 0.10
0.06 -0.19 0.20

Properties
- Calculated total energy: -82273.678 eV
- Gap between HOMO and LUMO (alpha / beta): 2.699 / 5.895 eV
- ΔE to the lowest compared entry with this formula, charge and spin: 6.21 kcal/mol
- 2S+1: 5
- HOMO energy (alpha / beta): 1.92 / -1.28 eV
- Total charge: -2
- LUMO level (alpha / beta): 4.62 / 4.61 eV

2.
# C24H27ErN2PS7

A molecular structure, C24H27ErN2PS7 (wB97M-V/def2-TZVPD, OMol25).

Cartesian coordinates (Å):
1 Er 0.00528 -0.08540 -0.01055
2 S 0.77702 -4.39891 5.98564
3 C 0.56772 -3.53956 4.63857
4 S 1.74627 -3.42433 3.37578
5 C 0.91487 -2.31833 2.35103
6 C -0.33144 -1.87387 2.83123
7 S -1.43532 -0.78470 2.08922
8 S -0.79922 -2.51115 4.35795
9 S 1.69757 -1.91600 0.87869
10 S 1.21502 0.62285 -2.35107
11 C 0.24535 1.84307 -3.10078
12 N 0.53096 2.23257 -4.36014
13 C -0.26814 3.29202 -4.99780
14 C -0.55177 4.34150 -3.97528
15 N -1.27403 3.71749 -2.86059
16 C -2.32494 4.51039 -2.17952
17 C -1.86421 5.11991 -0.86451
18 C -2.70559 5.06325 0.23994
19 C -2.31957 5.61776 1.45570
20 C -1.07480 6.22619 1.58059
21 C -0.22068 6.28087 0.48170
22 C -0.61975 5.73969 -0.73858
23 C -0.85305 2.50817 -2.40414
24 S -1.63047 1.83578 -1.02548
25 C 1.69426 1.74271 -5.15109
26 C 2.79140 2.78021 -5.29188
27 C 3.49109 3.23237 -4.16868
28 C 4.48291 4.19701 -4.30166
29 C 4.78642 4.72121 -5.55908
30 C 4.09361 4.27681 -6.67731
31 C 3.09978 3.30771 -6.53957
32 H -1.19293 2.88328 -5.40737
33 H 0.31372 3.71793 -5.80541
34 H -1.17035 5.13261 -4.38770
35 H 0.39162 4.77747 -3.63875
36 H -3.19009 3.88111 -1.99965
37 H -2.62895 5.28479 -2.87927
38 H -3.66736 4.56077 0.15393
39 H -2.98582 5.56037 2.30995
40 H -0.77263 6.66163 2.52961
41 H 0.75104 6.75778 0.57020
42 H 0.05512 5.80023 -1.59257
43 H 1.31571 1.47577 -6.13289
44 H 2.06259 0.84058 -4.68938
45 H 3.26894 2.81087 -3.18923
46 H 5.03546 4.53225 -3.42536
47 H 5.56790 5.47013 -5.66468
48 H 4.32897 4.67703 -7.66067
49 H 2.56739 2.95292 -7.41837
50 C 2.26367 3.28584 0.99589
51 P 1.12155 2.00015 1.55461
52 C 1.94803 1.29584 3.02384
53 C -0.25223 2.98605 2.24338
54 H 2.46171 3.95757 1.83066
55 H 1.81119 3.84711 0.17814
56 H 3.19936 2.84948 0.64799
57 H 2.27330 2.09663 3.69376
58 H 2.80994 0.69290 2.73293
59 H 1.24350 0.65483 3.55458
60 H 0.11648 3.59967 3.06849
61 H -1.03921 2.33575 2.61201
62 H -0.66904 3.63376 1.46906

Atoms 1-6, force components in eV/Å:
0.39 -0.88 1.27
0.05 -0.58 0.66
0.07 0.65 -0.32
0.23 -0.42 0.23
-2.81 0.91 1.29
2.91 -1.07 -0.94

Properties
- Calculated total energy: -141060.139 eV
- Gap between HOMO and LUMO (alpha / beta): 3.176 / 3.181 eV
- 2S+1: 4
- HOMO energy (alpha / beta): -8.65 / -8.65 eV
- Total charge: +1
- LUMO level (alpha / beta): -5.48 / -5.47 eV

3.
# C24H27FN5PdS2

A molecular structure, C24H27FN5PdS2 (wB97M-V/def2-TZVPD, OMol25).

Cartesian coordinates (Å):
1 Pd -0.09325 0.14880 0.06187
2 C -3.37528 -0.24225 -1.61913
3 C -3.54440 -0.64576 -0.15344
4 C -4.74244 -1.57374 0.03361
5 C -3.61820 0.59734 0.71318
6 C -4.72722 1.42801 0.61175
7 C -4.78642 2.62911 1.30062
8 C -3.69345 3.01427 2.05987
9 C -2.55734 2.21807 2.17789
10 C -1.35966 2.79804 2.92686
11 C -0.22929 3.07589 1.92848
12 C -0.88034 1.94707 4.10197
13 C -2.53259 0.96326 1.53650
14 N -1.42316 0.10418 1.66324
15 C -1.59712 -0.95711 2.47823
16 C -2.79328 -1.28328 3.17215
17 C -2.92795 -2.42146 3.95634
18 C -1.88285 -3.31679 4.12208
19 C -0.67134 -3.01185 3.49628
20 C -0.54043 -1.88418 2.72757
21 F 0.68182 -1.63358 2.20328
22 H -3.32635 -1.12673 -2.26078
23 H -2.44820 0.32269 -1.74311
24 H -4.20977 0.37905 -1.95846
25 H -2.63398 -1.17428 0.13310
26 H -5.67875 -1.08554 -0.25261
27 H -4.83395 -1.90142 1.07126
28 H -4.64003 -2.46012 -0.60103
29 H -5.55403 1.13146 -0.02572
30 H -5.66001 3.26658 1.22903
31 H -3.70736 3.97489 2.56587
32 H -1.70685 3.75522 3.33363
33 H -0.05359 2.14330 1.37609
34 H 0.69506 3.37918 2.43035
35 H -0.51456 3.85631 1.21924
36 H -0.40657 1.03152 3.75094
37 H -1.71054 1.67173 4.75636
38 H -0.14902 2.50659 4.69329
39 H -3.63725 -0.61210 3.07875
40 H -3.88066 -2.60233 4.44307
41 H -1.98504 -4.20734 4.72773
42 H 0.20278 -3.64364 3.60638
43 N 2.19422 1.89169 -1.31462
44 C 1.88277 0.79015 -2.05596
45 N 0.89640 0.00016 -1.72182
46 C 0.73798 -0.99961 -2.67377
47 C 1.60103 -0.95676 -3.71515
48 S 2.66362 0.39477 -3.53922
49 C -0.26216 -2.06682 -2.45767
50 C -0.95192 -2.74065 -3.41359
51 S -1.96381 -3.92645 -2.65715
52 C -1.39410 -3.38562 -1.10577
53 N -0.52344 -2.43444 -1.16377
54 N -1.79301 -3.95906 0.07537
55 H 1.72217 1.85236 -0.40681
56 H 3.14995 2.20558 -1.32987
57 H 1.69828 -1.65966 -4.52444
58 H -0.95483 -2.58271 -4.47872
59 H -2.74284 -4.28873 0.11633
60 H -1.51357 -3.42840 0.89479

Atoms 1-6, force components in eV/Å:
-0.20 -0.01 -0.34
-0.01 0.00 -0.05
0.07 0.00 0.09
-0.05 -0.04 -0.02
-0.06 0.04 -0.09
0.02 0.00 0.06

Properties
- Calculated total energy: -60646.747 eV
- Gap between HOMO and LUMO: 4.854 eV
- ΔE to the lowest compared entry with this formula, charge and spin: 0.00 kcal/mol
- HOMO energy: -2.49 eV
- Total charge: -1
- LUMO level: 2.37 eV

4.
# C24H27IrN6OSe

A molecular structure, C24H27IrN6OSe (wB97M-V/def2-TZVPD, OMol25).

Cartesian coordinates (Å):
1 Ir 0.53889 -0.40443 0.80350
2 Se 2.44229 -7.30619 2.29268
3 N 2.94875 -6.26146 0.93078
4 C 2.79905 -4.99587 1.24705
5 C 2.63098 -3.90582 0.26947
6 C 2.74217 -4.15251 -1.12659
7 C 2.32566 -3.17620 -2.01435
8 C 1.73320 -2.04336 -1.49924
9 N 1.47331 -1.87332 -0.12426
10 C 1.92869 -2.81071 0.76171
11 C 1.71057 -2.53811 2.13657
12 N 1.09483 -1.30507 2.45719
13 C 0.69878 -1.19489 3.73468
14 C 0.89328 -2.14493 4.77049
15 C 1.64539 -3.26604 4.48688
16 C 2.06838 -3.46110 3.15300
17 C 2.39460 -4.74082 2.69600
18 N 2.06140 -5.78270 3.39962
19 H 3.18524 -5.09555 -1.45187
20 H 2.45547 -3.30827 -3.07675
21 H 1.42906 -1.21174 -2.10620
22 H 0.27667 -0.18775 3.98953
23 H 0.32348 -2.11779 5.72082
24 H 1.81105 -3.97932 5.27208
25 C -4.21093 4.13505 -4.36905
26 C -3.32761 3.02245 -3.80511
27 C -2.24066 3.33847 -2.95347
28 C -1.41557 2.36376 -2.44068
29 C -0.10620 2.94005 -1.94731
30 C -1.83829 1.04764 -2.22524
31 C -1.10254 0.03424 -1.53842
32 O 0.06818 0.23618 -0.99189
33 C -2.95565 0.66949 -3.11963
34 C -3.51916 -0.67664 -2.98130
35 C -3.69680 1.65821 -3.77676
36 H -4.19529 4.20156 -5.42044
37 H -3.80426 5.14316 -4.03055
38 H -5.25694 4.05185 -3.97361
39 H -1.97502 4.40234 -2.86686
40 H -0.25935 3.18734 -0.89351
41 H 0.07899 3.91890 -2.39261
42 H 0.73872 2.24406 -2.03833
43 H -1.52316 -0.98581 -1.61572
44 H -2.99854 -1.54081 -3.44690
45 H -4.46602 -0.65992 -3.47479
46 H -3.75917 -0.87569 -1.95645
47 H -4.63766 1.27195 -4.20148
48 N 2.39276 3.67881 2.48096
49 C 1.17498 3.07080 1.78410
50 C 0.50567 2.04604 2.66245
51 N -0.44669 1.14871 1.88713
52 H 2.77430 2.98221 3.18218
53 H 2.12855 4.51925 3.05064
54 H 3.16495 3.80600 1.76356
55 H 1.57034 2.51766 0.89829
56 H 0.48835 3.90488 1.56312
57 H -0.00803 2.51750 3.51720
58 H 1.27010 1.40443 3.25700
59 H -0.97721 1.70092 1.22598
60 H -1.24630 0.83886 2.46473

Atoms 1-6, force components in eV/Å:
-0.87 1.63 -0.73
0.25 2.23 0.31
-0.21 0.19 0.23
-0.34 -0.46 0.13
-0.38 -1.91 -0.05
0.40 0.07 0.96

Properties
- Calculated total energy: -104454.525 eV
- Gap between HOMO and LUMO (alpha / beta): 4.224 / 4.204 eV
- ΔE to the lowest compared entry with this formula, charge and spin: 0.00 kcal/mol
- 2S+1: 5
- HOMO energy (alpha / beta): -16.33 / -18.89 eV
- Total charge: +4
- LUMO level (alpha / beta): -12.11 / -14.68 eV